# 1
Formula: C5H35N3O10
Source: the Open Molecules 2025 dataset
Level of theory: wB97M-V/def2-TZVPD

Geometry as XYZ:
```
53
Properties=species:S:1:pos:R:3:forces:R:3:mulliken_charge:R:1
C 0.231 -4.086 0.688 0.873 0.903 0.991 -1.052
N 1.024 -2.868 1.014 -0.993 0.347 -0.785 -0.488
C 0.452 -1.602 0.506 0.946 0.159 -0.355 1.354
C -0.021 -1.604 -0.966 -0.030 -0.632 0.703 0.123
N -1.168 -0.731 -1.249 0.937 -0.320 -0.999 -0.339
C 1.476 -0.481 0.798 0.292 -0.081 1.011 0.058
C 1.046 0.310 2.020 0.645 0.170 1.991 -1.658
N -0.050 1.306 2.100 -0.718 -0.265 -0.181 -0.128
H 0.800 -4.721 -0.002 -0.532 -0.177 0.171 0.315
H -0.776 -3.854 0.321 0.417 0.057 -0.189 0.311
H 0.079 -4.512 1.672 -0.088 -1.011 -0.099 0.402
H 2.015 -2.965 0.860 -0.033 -0.060 -0.433 0.281
H -0.405 -1.470 1.176 -0.261 0.378 -0.480 -0.681
H -0.199 -2.658 -1.170 -0.533 0.063 -0.563 0.392
H 0.802 -1.317 -1.619 -0.348 -0.040 0.304 -0.752
H -0.734 0.179 -1.358 -0.695 0.354 0.346 0.147
H -1.921 -0.748 -0.563 0.820 0.169 0.002 0.414
H 2.401 -1.001 1.120 -0.413 0.146 0.173 0.448
H 1.936 0.159 0.033 -1.161 -0.172 -0.530 0.011
H 0.798 -0.418 2.807 -0.070 -0.395 -0.334 0.627
H 1.948 0.740 2.479 -0.286 0.355 -0.454 0.461
H 0.247 2.107 2.633 0.321 -0.062 -0.025 0.266
H -0.499 1.689 1.277 0.530 -0.492 -0.428 -0.074
O 3.246 2.177 -0.854 -0.174 0.142 -0.196 -0.686
H 3.759 1.420 -0.571 0.249 -0.269 -0.126 0.313
H 2.856 1.940 -1.704 -0.032 -0.108 0.021 0.302
O 2.259 2.804 1.606 0.075 0.349 0.218 -0.636
H 2.317 2.447 0.703 0.145 0.414 0.006 0.328
H 1.791 3.640 1.520 0.152 0.069 -0.205 0.334
O 1.346 0.634 -3.624 1.036 -0.521 1.375 -0.615
H 0.548 0.114 -3.473 -0.352 0.324 -0.845 0.382
H 1.254 1.274 -4.318 -0.548 0.101 -0.524 0.255
O -1.313 -0.435 -4.236 0.434 -0.753 -0.690 -0.734
H -1.380 -1.010 -3.463 -0.252 0.225 0.447 0.371
H -1.455 0.447 -3.922 -0.383 0.588 0.401 0.315
O 2.850 -1.569 -1.938 -0.462 1.686 1.280 -0.560
H 3.221 -2.311 -2.345 0.846 -1.681 -1.137 0.247
H 2.333 -1.094 -2.594 0.280 0.124 -0.408 0.241
O -2.049 -0.998 3.245 -0.325 -0.133 -0.156 -0.835
H -2.443 -0.114 3.201 0.028 0.095 0.406 0.375
H -1.126 -0.815 3.046 0.205 0.035 -0.005 0.321
O -2.169 2.639 -0.522 -0.145 -0.275 0.534 -0.646
H -2.390 2.696 -1.455 -0.307 -0.374 0.066 0.309
H -2.556 1.838 -0.142 -0.171 0.081 -0.417 0.216
O -3.485 1.647 2.901 0.218 0.436 0.712 -0.712
H -3.705 1.035 2.212 -0.233 -0.454 -0.868 0.340
H -2.626 2.011 2.657 0.072 -0.032 -0.006 0.346
O -3.106 -0.564 0.714 -1.055 0.171 -0.356 -0.633
H -3.084 -1.171 1.459 0.531 -0.190 0.754 0.311
H -3.803 -0.921 0.149 -0.103 0.147 -0.020 0.259
O 0.146 3.766 -0.925 1.273 0.499 -0.196 -0.638
H -0.589 4.016 -1.480 -0.202 -0.016 0.134 0.255
H -0.130 3.003 -0.421 -0.416 -0.076 -0.035 0.439
```
Forces are in eV/Å.

The strongest force on any atom is 0.0428 Eh/bohr. Its energy above the lowest of the compared OMol25 structures with the same formula, charge and spin is 79.6 kcal per mole. The value obtained for the LUMO energy is -0.216 eV. The SMILES is CN[C@H](CN)CCN.O.O.O.O.O.O.O.O.O.O. The gap between HOMO and LUMO comes out at 8.16 eV. For the total energy, the calculation gives -30697.0689 eV. The calculation puts the HOMO energy at -8.375 eV.

***

# 2
Formula: C5H35N3O11
Source: the Open Molecules 2025 dataset
Level of theory: wB97M-V/def2-TZVPD

Geometry as XYZ:
```
54
Properties=species:S:1:pos:R:3:forces:R:3:mulliken_charge:R:1
H 2.524 4.389 -1.376 0.149 -0.005 -1.098 0.197
N 1.754 3.765 -1.209 0.698 -2.010 0.404 -0.602
C 1.909 2.494 -1.507 -0.315 1.481 -0.071 -0.027
N 1.141 1.610 -0.834 -0.716 -0.346 1.896 0.816
C 1.348 0.194 -1.014 -1.091 -1.030 1.435 -1.252
C 0.371 -0.542 -0.091 -0.616 1.677 0.694 1.410
C 0.656 -0.344 1.488 -2.360 -0.788 -3.193 1.665
C 1.695 -1.292 1.823 2.417 -1.726 0.977 -1.806
N -0.672 -0.869 1.909 -1.432 6.543 3.844 -0.401
H 2.515 1.924 -2.343 -0.596 1.543 1.580 0.288
H 0.562 1.880 0.044 1.373 0.072 -2.518 -0.385
H 1.000 -0.052 -2.014 1.173 -0.499 -0.458 0.826
H 2.307 -0.200 -0.616 0.162 0.466 -1.391 0.201
H 0.443 -1.671 -0.214 -0.710 1.624 -0.359 -0.622
H -0.673 -0.011 -0.251 2.036 -1.674 0.310 -0.694
H 0.907 0.703 1.744 -0.779 -0.808 0.220 -0.908
H 2.609 -0.878 1.512 1.576 0.813 -0.512 0.550
H 1.682 -2.205 1.170 -0.512 0.281 1.227 0.348
H 1.939 -1.468 2.908 -0.876 -0.188 -0.879 0.381
H -0.892 -0.406 2.914 0.346 -1.133 -2.818 0.200
H -0.602 -1.763 2.185 0.844 -4.208 0.942 0.335
O -2.199 -2.046 -0.305 -0.198 0.195 2.126 -0.675
H -2.346 -1.213 -0.802 0.248 -0.384 0.332 0.309
H -1.855 -1.812 0.637 -0.616 0.083 -2.533 0.225
O -1.891 -0.290 -2.174 3.683 -0.825 0.935 -0.643
H -0.947 0.158 -2.038 -3.569 -0.887 -0.790 0.308
H -2.379 0.135 -2.856 -0.190 1.222 -0.762 0.248
O 2.288 -3.188 -2.201 -1.093 0.936 -3.589 -0.656
H 1.411 -3.083 -2.706 1.803 -0.155 0.818 0.380
H 1.990 -3.360 -1.353 -0.869 -0.754 2.766 0.309
O -0.345 -2.416 -3.639 -0.864 -0.102 0.540 -0.692
H -1.174 -2.746 -3.260 0.176 -1.160 -0.264 0.325
H -0.597 -1.528 -3.386 0.675 1.131 -0.196 0.366
O -3.149 -2.703 2.799 1.945 -0.535 -3.241 -0.648
H -3.295 -2.648 1.773 -0.074 -0.075 2.670 0.350
H -2.187 -3.018 2.764 -2.001 0.448 0.513 0.340
O -2.621 1.442 0.564 -0.298 -0.633 0.128 -0.696
H -3.515 1.110 0.376 0.305 0.072 0.282 0.305
H -2.197 0.719 1.073 -0.198 0.308 -0.281 0.262
O 0.863 2.090 3.437 1.670 -1.713 -0.830 -0.596
H 0.675 2.880 3.897 -0.169 1.421 0.843 0.281
H 1.858 1.965 3.438 -1.478 0.372 -0.007 0.314
O -2.115 2.080 -2.207 -1.361 3.020 0.294 -0.651
H -2.416 1.899 -1.286 0.597 -0.046 -0.427 0.349
H -2.408 3.044 -2.312 0.853 -1.926 0.055 0.305
O 3.409 1.685 2.114 1.187 -0.094 -0.542 -0.684
H 4.402 1.605 1.922 -2.492 0.316 -0.077 0.297
H 2.873 1.884 1.308 1.233 -0.124 0.561 0.354
O -0.416 -3.967 -0.354 2.099 3.789 -1.696 -0.627
H -0.941 -3.286 -0.889 0.387 -1.509 1.508 0.270
H -0.918 -4.689 -0.136 -2.206 -2.519 0.505 0.280
O -0.332 3.593 1.053 -3.179 2.314 -1.695 -0.642
H -0.121 2.909 1.596 1.428 -2.710 2.687 0.256
H 0.400 4.000 0.644 1.794 0.437 -0.861 0.261
```
Forces are in eV/Å.

The strongest force on any atom is 0.1502 Eh/bohr. Its energy above the lowest of the compared OMol25 structures with the same formula, charge and spin is 92.2 kcal per mole. The value obtained for the LUMO energy is 0.147 eV. The SMILES is [H]/N=C/NCC[C@H](C)N.O.O.O.O.O.O.O.O.O.O.O. The gap between HOMO and LUMO comes out at 9.14 eV. For the total energy, the calculation gives -32742.8310 eV. The calculation puts the HOMO energy at -8.989 eV.

***

# 3
Formula: C5H35NO12
Source: the Open Molecules 2025 dataset
Level of theory: wB97M-V/def2-TZVPD

Geometry as XYZ:
```
53
Properties=species:S:1:pos:R:3:forces:R:3:mulliken_charge:R:1
C 2.271 -1.771 -3.272 0.697 -1.440 1.101 -1.190
N 1.416 -0.887 -2.476 -0.598 0.427 -1.417 0.298
C 1.548 0.482 -3.034 1.096 1.215 1.139 -0.876
C -0.634 -1.389 -3.938 0.742 2.527 0.767 -1.358
C -0.003 -1.337 -2.500 -0.573 -0.258 -1.745 -0.008
C -0.870 -0.446 -1.616 -1.040 -1.629 -0.499 -1.373
O -0.752 -0.834 -0.246 0.898 1.171 -0.444 0.191
H 3.223 -1.311 -3.528 -0.312 0.423 -0.397 0.421
H 1.791 -2.273 -4.116 0.121 0.564 -0.248 0.267
H 2.637 -2.602 -2.659 -0.389 -0.071 0.293 0.343
H 2.236 0.628 -3.865 -0.308 -0.745 -0.465 0.468
H 0.666 1.075 -3.234 -0.526 -0.447 -0.263 0.391
H 2.056 1.109 -2.289 -0.069 -0.024 0.319 0.087
H -0.050 -1.986 -4.619 -0.323 -0.483 -0.152 0.343
H -0.546 -0.343 -4.299 -0.261 -0.482 -0.295 0.281
H -1.697 -1.590 -3.882 0.023 -0.537 -0.173 0.444
H -0.102 -2.387 -2.244 0.524 -0.057 1.080 0.183
H -1.927 -0.660 -1.834 0.261 0.348 -0.298 0.667
H -0.631 0.596 -1.848 -0.115 0.082 0.535 0.354
H 0.205 -0.718 -0.162 0.373 -0.541 1.015 0.165
H -0.534 -3.853 1.773 0.762 -0.246 0.305 0.288
H -0.930 -2.854 0.814 0.241 0.632 -0.764 0.308
O -0.140 -3.101 1.306 -1.098 -0.871 -0.072 -0.635
H -0.808 3.686 0.438 2.366 -1.288 0.271 0.272
H -2.208 3.465 -0.055 0.543 0.228 0.186 0.424
O -1.622 4.101 0.395 -2.664 1.623 -0.358 -0.642
H 2.354 0.327 2.218 0.226 -0.595 -0.248 0.271
H 3.156 -0.394 3.287 0.084 -0.073 0.052 0.323
O 2.357 0.125 3.166 -0.194 0.119 -0.232 -0.726
H -0.706 0.921 0.881 0.215 0.108 -0.085 0.301
H -1.701 1.043 1.914 -0.283 0.498 0.530 0.173
O -0.858 1.440 1.686 -0.285 -0.881 -0.653 -0.594
H 0.519 2.384 1.883 0.374 0.585 0.432 0.397
H 1.614 1.808 2.682 0.133 0.494 0.616 0.408
O 1.393 2.644 2.247 0.038 -0.440 -0.645 -0.743
H 3.347 0.691 0.310 -0.012 -0.550 0.347 0.639
H 2.618 -0.242 -0.704 -0.291 -0.504 -0.245 0.185
O 2.900 -0.161 0.209 -1.774 -3.026 -0.548 -0.821
H -2.398 -0.608 2.687 0.198 0.100 0.331 0.295
H -3.316 -1.754 2.515 -0.295 -0.647 0.156 0.312
O -3.309 -0.806 2.435 0.303 0.418 -0.048 -0.629
H -4.498 -0.922 0.556 0.502 -0.074 0.294 0.321
H -3.230 -1.577 -0.097 0.016 0.234 0.536 0.303
O -4.106 -1.226 -0.265 -0.461 -0.068 -1.028 -0.647
H 3.728 2.123 -0.235 0.480 0.414 -0.161 0.346
H 3.277 2.355 1.156 -0.727 0.437 0.907 0.365
O 3.868 1.789 0.659 1.888 3.362 -0.082 -0.645
H -2.538 1.381 -1.358 -1.104 -0.812 0.153 0.290
H -3.469 1.723 0.020 -0.358 -1.110 -0.729 0.298
O -2.754 1.897 -0.589 0.944 1.533 0.358 -0.606
H 0.595 -0.979 2.964 0.258 0.215 0.392 0.442
H -0.518 -1.920 2.605 0.574 0.091 0.528 0.334
O -0.181 -1.397 3.357 -0.823 0.052 -0.347 -0.703
```
Forces are in eV/Å.

The strongest force on any atom is 0.0750 Eh/bohr. Its energy above the lowest of the compared OMol25 structures with the same formula, charge and spin is 109.4 kcal per mole. The value obtained for the LUMO energy is -0.089 eV. The gap between HOMO and LUMO comes out at 9.60 eV. For the total energy, the calculation gives -31810.9673 eV. The calculation puts the HOMO energy at -9.692 eV.